1.
11
Properties=species:S:1:pos:R:3:mulliken_charge:R:1 method="wB97M-V/def2-TZVPD" mol_weight_g_mol=120.1 homo_ev=-9.889 de_lowest_kj_mol=521.0 total_charge=0 homo_lumo_gap_ev=8.66
C 1.583 1.340 -0.435 0.650
C 0.796 0.296 -0.262 -0.058
C -0.409 -0.440 -0.054 -0.842
O 3.579 -0.415 1.444 -0.456
O 2.844 1.504 -0.487 -0.544
O 2.934 -1.125 -0.798 -0.570
S 3.792 -0.192 0.026 0.713
H 0.776 2.113 -0.240 0.260
H -0.901 -0.153 0.889 0.292
H 0.216 -1.350 -0.035 0.291
H -1.170 -0.442 -0.914 0.265

=====

2.
49
Properties=species:S:1:pos:R:3:mulliken_charge:R:1 method="wB97M-V/def2-TZVPD" mol_weight_g_mol=420.9 homo_ev=-9.025 de_lowest_kj_mol=21.1 total_charge=0 homo_lumo_gap_ev=9.15
F 0.947 -6.104 5.143 -0.269
F -0.636 -6.621 3.709 -0.254
F 1.450 -7.183 3.295 -0.232
Cl -0.320 -3.540 -0.662 -0.213
N -0.789 -0.535 0.712 -0.687
N 2.869 -1.231 0.337 -0.624
N 2.179 0.764 -0.668 -0.457
C -1.231 0.551 0.114 0.567
C 3.132 -0.113 -0.286 -0.422
C 1.595 -1.476 0.663 0.277
C 0.901 0.469 -0.400 0.376
C 1.910 -2.782 2.680 -0.684
C 1.695 -3.922 3.463 -0.766
C 0.324 -4.832 1.692 -0.755
C 0.465 -3.642 0.926 0.504
C 0.548 -0.584 0.356 0.555
C 1.272 -2.618 1.434 0.368
C 0.863 -4.976 2.974 0.266
N -0.232 1.250 -0.599 0.501
C 0.658 -6.221 3.805 0.869
C -3.505 0.433 -0.835 -0.962
C -2.642 0.995 0.302 -0.835
C -0.272 3.185 -3.910 -0.564
C -0.767 1.724 -3.955 -0.497
C -0.102 5.024 -0.769 -0.596
C -0.097 4.236 0.540 -0.591
C -0.377 2.444 -1.446 -0.427
C 0.175 2.233 -2.836 -0.687
C 0.427 3.546 -0.719 -0.407
H 4.170 0.059 -0.517 0.449
H 2.548 -2.007 2.979 0.522
H 2.211 -4.030 4.437 0.355
H -0.255 -5.645 1.269 0.431
H -3.338 -0.666 -0.862 0.289
H -4.555 0.624 -0.587 0.397
H -3.240 0.859 -1.807 0.153
H -2.992 0.636 1.302 0.400
H -2.791 2.052 0.329 0.201
H 0.451 3.558 -4.622 0.269
H -0.983 3.943 -3.597 0.200
H -0.321 1.086 -4.691 0.287
H -1.793 1.508 -3.666 0.065
H 0.645 5.803 -0.907 0.268
H -1.084 5.245 -1.208 0.236
H -1.044 3.957 0.959 0.164
H 0.636 4.472 1.319 0.247
H -1.438 2.745 -1.494 0.621
H 1.216 1.923 -2.924 0.573
H 1.518 3.401 -0.773 0.517